Density functional theory data (wB97M-V/def2-TZVPD) for C17H29NO3 in the gas phase.

Each line ends with the Löwdin charge.
Positions of all 50 atoms, in Å:
C -1.199 1.785 1.167  -0.015
C 0.295 2.109 1.273  -0.393
C 0.412 3.323 2.202  -0.039
C 1.094 0.946 1.923  -0.163
C 0.433 -0.433 1.933  -0.462
O 0.152 -0.976 2.985  0.070
N 0.246 -1.028 0.740  0.123
C -0.216 -2.399 0.631  -0.298
C -1.742 -2.471 0.471  -0.125
C -2.289 -1.714 -0.740  -0.197
C -2.355 -2.533 -2.031  -0.202
C -1.135 -3.418 -2.303  -0.202
C 0.206 -2.804 -1.897  -0.190
C 0.585 -3.127 -0.451  -0.143
C 2.450 0.935 1.212  -0.108
C 2.172 1.392 -0.217  -0.105
C 0.975 2.363 -0.135  -0.320
C 1.471 3.801 -0.340  -0.027
C -0.040 2.135 -1.244  -0.488
O -0.769 2.978 -1.689  0.130
O -0.074 0.876 -1.730  0.071
H -1.745 2.644 0.781  0.097
H -1.399 0.932 0.526  0.068
H -1.585 1.548 2.156  0.103
H -0.070 3.087 3.148  0.094
H -0.089 4.191 1.783  0.088
H 1.448 3.576 2.407  0.087
H 1.232 1.165 2.985  0.146
H 0.436 -0.528 -0.111  0.097
H 0.023 -2.857 1.600  0.145
H -2.047 -3.517 0.430  0.121
H -2.169 -2.039 1.378  0.116
H -3.299 -1.366 -0.514  0.113
H -1.679 -0.826 -0.900  0.070
H -2.491 -1.839 -2.865  0.105
H -3.239 -3.174 -2.004  0.108
H -1.250 -4.368 -1.778  0.106
H -1.120 -3.647 -3.371  0.106
H 0.194 -1.726 -2.063  0.095
H 0.986 -3.220 -2.539  0.109
H 0.473 -4.202 -0.297  0.117
H 1.641 -2.887 -0.296  0.115
H 2.922 -0.046 1.246  0.121
H 3.118 1.644 1.703  0.118
H 1.948 0.540 -0.857  0.104
H 3.041 1.891 -0.646  0.121
H 2.224 4.064 0.395  0.089
H 0.648 4.507 -0.289  0.087
H 1.913 3.885 -1.331  0.098
H -0.737 0.828 -2.439  0.141

For the relative energy (zero: lowest compared OMol25 entry of this formula, charge and spin), the calculation gives 0.017 eV. As for the multiplicity: 1. The HOMO energy comes out at -0.343 Eh. The value obtained for the calculated total energy is -945.708728 Eh. The value obtained for the orbital gap is 9.916 eV. As for the LUMO energy: 0.575 eV. The net charge is 0.

Density functional theory data (wB97M-V/def2-TZVPD) for a molecular structure, C25H33NOP2RhSi.

Each line ends with the Löwdin charge.
Positions of all 64 atoms, in Å:
C -2.338 2.159 -3.877  -0.037
C -1.876 1.578 -2.677  -0.236
C -0.575 0.991 -2.759  -0.209
C 0.352 1.893 -3.394  -0.256
C -0.070 2.695 -4.478  -0.025
C -1.420 2.690 -4.802  -0.071
C 1.593 1.948 -2.749  0.006
C 2.139 0.635 -2.632  -0.153
C 1.214 -0.455 -2.531  -0.211
C 1.596 -1.779 -2.872  -0.206
C 2.926 -2.006 -3.214  -0.029
C 3.867 -0.971 -3.152  -0.054
C 3.500 0.329 -2.845  -0.006
H -3.410 2.224 -4.085  0.121
H 0.692 3.247 -5.041  0.127
H -1.756 3.150 -5.731  0.114
H 2.254 2.815 -2.840  0.133
H 3.230 -3.019 -3.496  0.123
H 4.902 -1.203 -3.380  0.112
H 4.208 1.155 -2.834  0.120
N -0.082 -0.121 -2.141  -0.017
Rh -0.760 -1.253 -0.593  0.711
C -2.273 2.032 -1.303  -0.211
H -2.190 1.237 -0.532  0.065
H -3.281 2.477 -1.277  0.103
C 0.599 -2.926 -2.823  -0.257
H -0.293 -2.715 -3.436  0.094
H 1.065 -3.852 -3.180  0.093
P -1.014 3.351 -0.898  1.022
P -0.045 -3.252 -1.093  0.754
C 1.358 -4.038 -0.254  -0.206
H 1.421 -3.665 0.774  0.045
H 1.174 -5.118 -0.221  0.048
H 2.297 -3.840 -0.783  0.056
C -1.254 -4.590 -1.235  -0.231
H -0.744 -5.543 -1.037  0.046
H -2.034 -4.438 -0.477  0.050
H -1.698 -4.594 -2.236  0.053
C -2.074 4.808 -0.755  -0.194
H -3.105 4.478 -0.568  0.062
H -1.727 5.417 0.086  0.063
H -2.064 5.394 -1.685  0.069
C -0.258 2.977 0.695  -0.194
H 0.725 3.472 0.732  0.071
H -0.894 3.327 1.519  0.070
H -0.101 1.896 0.795  0.040
C 0.847 -0.921 0.254  -0.370
O 1.829 -0.610 0.803  0.109
H 0.133 3.541 -1.790  0.087
C -1.918 0.297 4.548  -0.184
Si -0.543 -0.881 4.099  0.429
C 1.079 0.066 3.984  -0.173
C -0.345 -2.155 5.449  -0.192
C -0.866 -1.661 2.456  -0.137
C -0.770 -1.853 1.215  -0.388
H -2.202 0.153 5.597  0.032
H -2.794 0.109 3.919  0.028
H -1.611 1.341 4.413  0.021
H 1.674 -0.087 4.892  0.036
H 1.679 -0.264 3.127  0.006
H 0.905 1.143 3.869  0.023
H -0.957 -3.054 5.295  0.034
H 0.708 -2.466 5.511  0.034
H -0.625 -1.698 6.408  0.034

As for the multiplicity: 5. The expectation value of S² is 6.07. The HOMO energy (spin up / spin down) comes out at -0.308 / -0.374 Eh. The value obtained for the calculated total energy is -2184.695388 Eh. The value obtained for the orbital gap (spin up / spin down) is 5.587 / 4.521 eV. As for the LUMO energy (spin up / spin down): -2.781 / -5.650 eV. The net charge is +1.

Density functional theory data (wB97M-V/def2-TZVPD) for 2 unconnected molecules or ions with the total composition C16H25BrINO6.

Each line ends with the Löwdin charge.
Positions of all 50 atoms, in Å:
O 5.440 0.608 -1.109  0.054
C 4.223 0.745 -0.836  -0.387
O 3.663 0.008 0.248  0.050
C 3.362 1.799 -1.719  -0.088
C 2.512 1.057 -2.874  -0.170
C 1.301 0.180 -2.291  -0.152
C -0.107 0.944 -2.183  -0.190
C -0.900 0.165 -1.002  -0.295
C -1.233 -1.381 -1.234  -0.095
C -1.978 -2.103 -0.022  -0.724
O -1.916 -3.362 0.023  -0.074
I -3.074 -1.134 1.578  0.877
O -2.035 1.081 -0.799  -0.086
C -1.806 2.410 -1.320  -0.296
O -2.632 3.295 -1.580  0.108
C -0.189 2.402 -1.527  -0.154
C 0.290 3.684 -2.362  -0.127
C 0.991 4.696 -1.298  -0.298
C 2.138 5.609 -1.943  -0.573
Br 2.395 7.157 -0.678  0.550
H 2.734 0.277 0.411  0.094
H 2.722 2.379 -0.972  0.098
H 4.111 2.479 -2.267  0.131
H 2.202 1.765 -3.723  0.110
H 3.249 0.309 -3.361  0.128
H 1.608 -0.299 -1.290  0.108
H 1.166 -0.705 -3.023  0.130
H -0.640 0.891 -3.190  0.170
H -0.288 0.182 -0.018  0.152
H -1.813 -1.453 -2.223  0.151
H -0.224 -1.917 -1.396  0.136
H 0.282 2.217 -0.488  0.153
H -0.613 4.273 -2.778  0.127
H 0.958 3.443 -3.255  0.103
H 1.394 4.075 -0.411  0.098
H 0.224 5.422 -0.831  0.101
H 3.101 5.007 -2.023  0.057
H 1.895 5.970 -3.010  0.085
C -2.734 -4.625 3.283  -0.106
N -2.922 -4.191 4.652  0.003
C -2.836 -4.931 5.791  -0.556
C -2.505 -6.393 5.657  -0.015
O -3.025 -4.404 6.879  0.024
H -1.921 -4.041 2.848  0.057
H -3.654 -4.422 2.731  0.073
H -2.497 -5.684 3.214  0.077
H -3.146 -3.220 4.820  0.131
H -2.472 -6.849 6.647  0.083
H -3.274 -6.900 5.069  0.084
H -1.527 -6.516 5.186  0.084

For the relative energy (zero: lowest compared OMol25 entry of this formula, charge and spin), the calculation gives 3.865 eV. As for the multiplicity: 1. The HOMO energy comes out at -0.344 Eh. The value obtained for the calculated total energy is -4002.478490 Eh. The value obtained for the orbital gap is 9.007 eV. As for the LUMO energy: -0.341 eV. The net charge is 0.

Density functional theory data (wB97M-V/def2-TZVPD) for 2 unconnected molecules or ions with the total composition C2H4Cl2NO3P.

Each line ends with the Löwdin charge.
Positions of all 13 atoms, in Å:
C 1.188 2.256 -0.861  -0.100
C -0.212 2.325 -0.414  -0.286
N -1.135 1.536 -0.442  -0.437
O -3.725 2.008 -1.016  -0.338
O -3.168 1.457 1.497  -0.374
O -2.261 3.594 0.401  -0.335
P -2.931 2.114 0.180  0.208
Cl -1.218 -0.311 -0.594  0.383
Cl 11.145 -0.491 0.034  -1.000
H 1.839 3.156 -0.693  0.070
H 1.762 1.398 -0.358  0.097
H 1.328 2.168 -1.919  0.057
H -1.171 3.403 0.120  0.055

For the relative energy (zero: lowest compared OMol25 entry of this formula, charge and spin), the calculation gives 0.564 eV. As for the multiplicity: 1. The HOMO energy comes out at -0.087 Eh. The value obtained for the calculated total energy is -1620.929740 Eh. The value obtained for the orbital gap is 6.933 eV. As for the LUMO energy: 4.578 eV. The net charge is -2.

- Which of these has the highest calculated total energy?
  C17H29NO3

- Among the records above, which one has the highest net charge?
  C25H33NOP2RhSi

- Which of these has the highest net charge?
  C25H33NOP2RhSi